An isolated molecule of C13H17IN4OS in a non-equilibrium geometry. Source: OMol25; level of theory: the ωB97M-V functional and the def2-TZVPD basis.

highest occupied orbital energy: -8.566 eV
SMILES: O=C(NNC(=S)Nc1ccc(I)cc1)C1CCNCC1
DFT total energy: -40699.7021 eV
HOMO-LUMO gap: 8.65 eV

Geometry as XYZ:
```
37
C13H17IN4OS, DFT the ωB97M-V functional and the def2-TZVPD basis
N 0.84489 0.52332 0.01155
H 5.65488 -2.65214 -2.74846
H 0.94695 0.35554 -0.99689
H -4.61534 -1.73287 0.74091
C -3.80465 -1.01698 0.90021
C 3.47062 0.40316 -1.80759
C 5.05033 -0.70288 -3.33951
C -2.85041 0.26489 2.74174
H 2.82374 1.24642 -1.56025
C 4.32808 -1.77200 -1.27215
H -2.08432 2.20272 2.18290
O -1.57250 0.75455 -1.39877
H -5.05003 0.68243 0.34918
C -2.94127 1.56396 1.95853
S 1.39167 -0.29292 2.42469
C 4.19988 0.39872 -3.02433
H 3.36583 -1.34118 1.05013
H -0.51842 0.87976 1.51298
H -4.04511 0.06157 -0.96012
C -2.99920 1.34026 0.42843
C -4.04122 0.25711 0.10183
N -0.43903 0.97376 0.50817
H -2.86229 -1.50735 0.64520
H -3.30650 2.31331 -0.00332
C 5.09182 -1.77994 -2.45690
N 2.90939 -0.75596 0.35665
H -1.87726 -0.18047 2.57980
H -3.81168 2.14538 2.24381
I 6.26187 -0.73100 -5.18794
C 3.54853 -0.66429 -0.92249
H 4.18604 1.22488 -3.70406
H 4.37765 -2.65095 -0.64795
H -4.83304 -0.37273 2.55092
N -3.88523 -0.69138 2.31885
C -1.64808 0.98762 -0.18427
C 1.70795 -0.20074 0.79372
H -2.97452 0.46643 3.81479
```

Want to see where the charge sits? The Mulliken charges in e are: -0.165 0.354 0.438 0.336 -0.705 -0.235 -0.282 -0.498 0.543 -0.554 0.445 -0.692 0.365 -1.256 -0.543 -0.531 0.242 0.178 0.427 0.839 -0.955 -0.365 0.307 0.321 -0.393 -0.139 0.325 0.431 0.061 0.387 0.388 0.331 0.303 -0.406 0.099 0.291 0.311



A structure of composition C13H17IrN3O5. Source: OMol25; level of theory: the ωB97M-V functional and the def2-TZVPD basis.

2S+1: 6
⟨S²⟩: 8.810
highest occupied orbital energy (spin up / spin down): -13.698 / -16.695 eV
charge: +2
DFT total energy: -31282.6410 eV
HOMO-LUMO gap (spin up / spin down): 6.41 / 5.88 eV

Geometry as XYZ:
```
39
C13H17IrN3O5, DFT the ωB97M-V functional and the def2-TZVPD basis
C -0.14822 -1.72850 0.55412
C -1.62951 3.63850 -0.45176
C -0.37303 -3.67840 -0.90612
H -1.27657 -3.26081 -1.35729
H 1.85886 -4.95508 0.76994
H 1.14495 -2.55801 -2.02279
H -0.60192 -1.39543 -1.36847
H 1.71392 -4.96186 2.52253
H 1.02203 -1.46494 2.33004
H 2.23949 -3.49540 1.69363
O 1.44453 1.36760 -0.55472
C -0.40315 5.74123 -0.57187
H -0.21733 -3.44858 2.46971
C 1.57065 -4.35399 1.63049
Ir -0.40267 1.05815 -0.53935
H 1.74387 5.62299 -0.68575
H 0.58634 -4.05090 -2.77939
H -1.27533 7.46015 -0.54177
O -0.39530 7.05114 -0.58910
H -0.60154 -4.71870 -0.69091
C -2.76379 2.64678 -0.31631
H 1.69106 -4.11394 -1.40971
N -0.15944 -3.02622 0.41045
H 0.19397 -0.01115 1.79390
C 0.10072 -1.09375 1.88394
O -3.90640 2.92044 -0.20389
C 0.81640 5.06541 -0.63618
C 0.83679 -3.58559 -1.82723
N -0.38595 -0.90961 -0.50345
C 0.11021 -3.93544 1.55501
C 1.91930 2.76039 -0.62221
N -0.44844 3.03626 -0.59162
H -0.53147 -4.80141 1.40681
O 3.08891 2.94732 -0.67357
O -2.29452 1.34067 -0.31984
C 0.81649 3.68095 -0.61713
C -1.70390 5.00227 -0.44743
H -0.72578 -1.30586 2.56365
H -2.65426 5.51333 -0.35636
```

Want to see where the charge sits? The Mulliken charges in e are: 1.498 0.310 -1.066 0.555 0.317 0.268 0.280 0.392 0.357 0.286 -0.526 0.822 0.447 -0.968 0.980 0.559 0.377 0.362 -0.372 0.383 0.147 0.287 0.097 0.220 -1.436 -0.435 -0.446 -0.788 -0.389 -0.784 0.205 -0.244 0.375 -0.459 -0.593 0.229 -0.149 0.408 0.490



A structure of composition C13H17IrN3O7S3. Source: OMol25; level of theory: the ωB97M-V functional and the def2-TZVPD basis.

2S+1: 2
⟨S²⟩: 0.755
highest occupied orbital energy (spin up / spin down): -15.814 / -15.812 eV
energy above the lowest of the compared OMol25 structures with the same formula, charge and spin: 0.3 kJ/mol
charge: +2
DFT total energy: -67888.6014 eV
HOMO-LUMO gap (spin up / spin down): 8.55 / 6.62 eV

Geometry as XYZ:
```
44
C13H17IrN3O7S3, DFT the ωB97M-V functional and the def2-TZVPD basis
O -1.41156 -0.94539 -0.46124
O 0.39331 -0.07392 3.71071
C -1.71052 2.37400 -3.67269
O -0.07787 0.61714 -2.16882
H -1.95936 4.58767 -2.24287
C 3.48401 -1.34682 -0.79777
O 1.27835 -0.71129 1.48959
C -1.66564 -3.77033 3.88538
H 4.13945 1.05265 -2.37428
S 2.82679 0.31239 -0.56319
H 2.68419 2.04269 -2.17679
C -0.87913 4.12367 -0.46661
C -1.98649 -4.53578 2.78503
C -1.09139 -2.84218 1.32402
N 0.19643 2.01191 -0.51930
H 0.10601 4.07821 1.95895
H -2.05878 3.30022 -4.11876
C -0.33838 1.79582 -1.74402
O -1.42292 -3.31593 -1.22527
C 3.06478 1.02382 -2.19849
S 0.07163 -0.50503 2.40268
H -1.10642 5.05659 0.02701
C -0.10565 3.12059 0.19188
H -2.54135 1.68786 -3.52664
H -1.96636 -4.65934 0.63608
C -0.75873 -2.06071 2.45211
H 0.78360 2.49433 1.90521
O 0.61049 -2.05199 -0.59355
Ir 0.54120 -0.05071 -0.32504
N 0.34269 3.26042 1.41839
H -0.77784 -1.93678 4.58032
H -2.46235 -5.49897 2.90518
H -1.88618 -4.12252 4.88335
H 3.13568 -1.76428 -1.73893
H 2.56669 0.43029 -2.96080
O -0.69601 0.47624 1.57069
C -1.70222 -4.06832 1.50219
C -1.04585 -2.53151 3.71832
N -1.10299 2.69739 -2.36213
C -1.34938 3.87643 -1.70347
H 3.15326 -1.95500 0.04075
H -0.95884 1.92033 -4.31162
H 4.56813 -1.24606 -0.78034
S -0.88446 -2.34776 -0.35523
```

Want to see where the charge sits? The Mulliken charges in e are: -0.620 -0.629 -0.905 -0.577 0.429 -0.932 -0.809 -0.646 0.474 0.098 0.319 -1.079 -0.679 -0.015 0.070 0.259 0.339 0.318 -0.572 -0.981 1.430 0.430 0.962 0.353 0.576 0.099 0.167 -0.711 2.142 -0.244 0.561 0.437 0.438 0.331 0.330 -0.645 -0.541 -0.522 0.105 -0.122 0.308 0.332 0.490 1.429



The ion C13H17N2 with charge +1 in a non-equilibrium geometry. Source: OMol25; level of theory: the ωB97M-V functional and the def2-TZVPD basis.

2S+1: 3
⟨S²⟩: 2.020
highest occupied orbital energy (spin up / spin down): -9.189 / -12.578 eV
energy above the lowest of the compared OMol25 structures with the same formula, charge and spin: 0.0 kJ/mol
charge: +1
DFT total energy: -16724.6919 eV
HOMO-LUMO gap (spin up / spin down): 6.58 / 6.65 eV

Geometry as XYZ:
```
32
C13H17N2, DFT the ωB97M-V functional and the def2-TZVPD basis
H 1.71257 0.99752 2.10516
H 1.98996 -0.61922 -2.15819
C -3.44774 0.75222 0.62204
H 1.11329 1.05888 -1.69329
H -5.20037 0.04480 -0.50906
C -2.12791 0.55691 0.90278
H 3.96741 -1.27694 0.21084
H 0.30750 1.74706 1.95274
C -3.49138 -1.12915 -0.78392
N 0.50648 1.65771 -0.94422
N 2.31617 0.22162 -1.80508
C 1.25540 1.59319 1.42020
C -4.12924 0.02145 -0.31342
H 0.08508 -2.94298 0.83000
C 2.51333 0.28127 -0.35474
C 2.85885 -1.03279 0.19152
H -4.11979 -1.91606 -1.32990
H 2.48756 -2.92132 0.87028
C -0.03832 -0.73220 0.42573
H 3.16179 0.46990 -2.31147
C -1.47669 -0.43328 0.25465
C 0.56029 -1.91237 0.66920
H -1.50041 1.24504 1.63661
H -0.48727 1.74662 -0.65131
C 1.13898 0.73183 0.17252
H 0.99995 2.55320 -1.06729
C 1.99775 -1.98462 0.56263
C -2.24337 -1.39309 -0.42070
H 1.70784 2.51581 1.14768
H -3.98101 1.45615 1.18802
H -1.71036 -2.32880 -0.76065
H 3.27365 0.97166 -0.05938
```

Want to see where the charge sits? The Mulliken charges in e are: 0.465 0.279 -0.400 0.494 0.351 0.032 0.359 0.265 -0.230 -0.240 -0.557 -1.543 -0.702 0.401 0.079 -0.968 0.300 0.378 -0.301 0.257 0.895 -0.261 -0.035 0.341 0.243 0.355 -0.200 -0.864 0.529 0.464 0.308 0.503



A cluster of 2 separate species, C13H17N5O5 in total in a non-equilibrium geometry. Source: OMol25; level of theory: the ωB97M-V functional and the def2-TZVPD basis.

highest occupied orbital energy: -9.202 eV
SMILES: CNC(=O)[C@H](CC(N)=O)NC(C)=O.C#Cc1c[nH]c(=O)[nH]c1=O
DFT total energy: -31445.2779 eV
HOMO-LUMO gap: 8.90 eV

Geometry as XYZ:
```
40
C13H17N5O5, DFT the ωB97M-V functional and the def2-TZVPD basis
H 1.97734 -3.06273 6.20111
C 0.89550 -2.50046 3.85777
H -0.36931 -0.40440 -5.97293
C 3.79979 -0.19864 5.88703
C -1.38809 0.54714 -0.90486
C -0.57501 0.41314 -3.37629
O 0.99258 0.31732 -0.66890
N 3.31077 -1.35857 6.42953
H 3.75178 1.08228 4.28281
N 3.33090 0.26512 4.70004
H -1.09974 -0.20436 1.55264
H 1.30233 -0.10750 -5.46261
C -3.41946 1.77356 -3.18208
C 2.35206 -2.13602 5.76886
N -0.14199 1.04856 -4.47319
O 4.64296 0.42624 6.49170
C 2.41141 -0.45619 3.99539
H -0.65261 -3.74696 2.72618
H 0.46298 1.08120 -6.49037
H -1.99422 1.17634 -0.25441
O 2.04197 0.02069 2.93416
H -3.08241 0.02557 -4.37716
H -4.76216 0.26748 -3.87080
C -1.10952 1.29646 -2.22739
C -0.10734 0.21155 -0.15782
N -0.21091 -0.12940 1.10376
H -2.21295 3.10305 -2.38566
H 0.66561 -0.22631 1.61032
C 1.87495 -1.71443 4.54662
O -4.25023 2.63695 -3.41326
H 3.73755 -1.66174 7.29977
C 0.34241 0.36845 -5.67343
H -0.30307 2.00144 -2.01674
H -3.56844 -0.31500 -2.69895
N -2.26871 2.12086 -2.60321
O -0.64079 -0.81205 -3.31967
C 0.06993 -3.16247 3.26068
H -1.92922 -0.37799 -1.09350
H -0.15415 2.05588 -4.47047
C -3.72252 0.33597 -3.55468
```

Want to see where the charge sits? The Mulliken charges in e are: 0.438 -0.692 0.277 0.246 -1.076 0.293 -0.704 -0.079 0.267 -0.072 0.164 0.280 0.623 -0.263 -0.129 -0.637 0.517 0.421 0.341 0.449 -0.719 0.200 0.319 -0.067 0.693 -0.250 0.237 0.307 -0.007 -0.668 0.226 -0.872 0.545 0.268 -0.110 -0.648 0.231 0.239 0.273 -0.861



An isolated molecule of C13H17NO2S in a non-equilibrium geometry. Source: OMol25; level of theory: the ωB97M-V functional and the def2-TZVPD basis.

highest occupied orbital energy: -8.136 eV
energy above the lowest of the compared OMol25 structures with the same formula, charge and spin: 1135.3 kJ/mol
SMILES: CC(=O)S[C@@H](C)CC(=O)NCc1ccccc1
DFT total energy: -30166.4452 eV
HOMO-LUMO gap: 8.55 eV

Geometry as XYZ:
```
34
C13H17NO2S, DFT the ωB97M-V functional and the def2-TZVPD basis
C 1.22970 -0.49949 -1.09133
H -2.12171 -3.29824 0.78081
H -4.81333 1.17942 1.25642
C -0.43741 1.52771 -0.58318
C 3.18207 0.88348 -0.40316
H 4.94503 2.11534 0.34520
H -2.27450 -3.54530 -1.07332
H 1.21128 -0.21239 -1.95935
C -2.63904 -1.55051 -0.40640
H -4.04079 2.87640 0.55903
N 0.29419 0.05033 -0.27095
H -3.52963 2.05339 2.02498
H -1.04714 1.84792 1.52163
C -3.85555 1.79421 1.16147
C -1.33538 1.86138 0.38776
H 6.07659 0.07402 1.33856
H 5.07379 -2.02800 0.80835
H 0.98190 -1.37361 -1.07075
C 4.45769 1.07373 0.35993
C 5.25977 0.02381 0.66982
O -2.90022 -0.96259 -1.49008
H -2.99127 1.10005 -0.74478
H -1.52310 2.90607 0.18286
H 0.13861 -0.00922 0.81920
H 2.91671 -2.42087 0.05886
H 2.58641 1.84384 -0.54670
C 4.52152 -1.38391 0.75021
C -2.67976 0.97954 0.19331
O -0.31557 1.89712 -1.80714
C 3.33171 -1.63001 0.16996
S -2.45139 -0.56760 1.01142
C 2.55280 -0.39361 -0.25552
H -3.65627 -3.35583 0.07572
C -2.63181 -3.00150 -0.01286
```

Want to see where the charge sits? The Mulliken charges in e are: -2.041 0.474 0.335 0.258 -0.326 0.268 0.289 0.832 0.956 0.280 -0.155 0.503 0.318 -1.325 -0.817 0.402 0.677 0.759 -0.345 -0.542 -0.611 0.777 0.438 0.348 0.738 0.229 -0.974 -0.147 -0.653 -0.803 -0.226 1.024 0.365 -1.309



A structure of composition C13H17O in a non-equilibrium geometry. Source: OMol25; level of theory: the ωB97M-V functional and the def2-TZVPD basis.

highest occupied orbital energy: -12.716 eV
energy above the lowest of the compared OMol25 structures with the same formula, charge and spin: 198.2 kJ/mol
charge: +1
DFT total energy: -15795.6099 eV
HOMO-LUMO gap: 8.22 eV

Geometry as XYZ:
```
31
C13H17O, DFT the ωB97M-V functional and the def2-TZVPD basis
H 4.30905 0.40150 -1.66326
O 0.97256 -0.02094 -0.88941
H -1.39065 -1.68983 -1.45972
H 3.69161 0.45363 -0.01457
C -1.10755 0.56653 0.26367
H -3.19881 3.84450 0.40051
H -0.57144 1.00778 2.30673
H -1.03492 -4.01484 -0.13153
H -1.77613 0.41666 -1.79853
C -1.11822 1.34879 1.42458
C 3.47793 0.10320 -1.02479
C -2.50829 2.21047 -0.84548
C -2.56399 2.95930 0.34267
H 0.56808 -0.38846 -1.69954
H 2.12491 0.44394 -2.65605
H -0.15755 -0.91646 2.39120
C 2.21389 0.67605 -1.58110
H -1.94209 3.06084 2.43074
C 0.34826 -1.28850 1.49176
H 2.14380 1.75260 -1.40204
C -1.77450 1.01981 -0.88324
H -3.03533 2.56231 -1.73919
C -0.66846 -3.02350 0.14821
C -1.89009 2.51252 1.48594
C 0.20710 -2.83917 1.35244
H 1.41185 -1.04101 1.56208
C -0.33037 -0.70965 0.23298
H 3.43322 -0.98391 -0.98985
H -0.16864 -3.33077 2.25783
C -0.88044 -1.84230 -0.50634
H 1.21520 -3.25106 1.19330
```

Want to see where the charge sits? The Mulliken charges in e are: 0.398 -0.373 0.355 0.311 0.613 0.386 0.307 0.488 0.195 -0.360 -1.114 -0.753 -0.400 0.316 0.320 0.336 -0.208 0.397 -0.733 0.270 -0.430 0.393 -0.561 -0.720 -0.758 0.292 1.545 0.293 0.417 -0.541 0.320